The following is a DFT calculation (ωB97M-V/def2-TZVPD) of 6 unconnected molecules or ions with the total composition C55H120N6O3 at a distorted geometry.

Element x y z (Å)
N -0.189 -1.052 -0.857
O -0.135 -2.136 -0.234
O -0.485 -1.056 -2.084
O -0.134 0.052 -0.228
C -1.249 8.049 -7.095
C -1.010 6.552 -6.809
C -0.031 6.410 -5.642
C 0.398 4.985 -5.290
N -0.616 4.247 -4.404
C -0.126 2.833 -4.093
C -1.271 1.960 -3.612
C -2.421 2.564 -4.461
C -1.951 3.886 -5.033
C -0.789 4.986 -3.099
C 0.508 5.323 -2.334
C 0.133 5.641 -0.894
H -0.327 8.593 -7.295
H -1.727 8.525 -6.238
H -1.934 8.187 -7.929
H -0.711 5.972 -7.682
H -1.971 6.130 -6.495
H -0.428 6.942 -4.782
H 0.854 6.915 -6.040
H 1.380 4.881 -4.836
H 0.435 4.397 -6.210
H 0.749 2.786 -3.446
H 0.155 2.464 -5.082
H -1.563 2.100 -2.573
H -1.008 0.932 -3.837
H -3.294 2.658 -3.815
H -2.718 1.839 -5.218
H -2.677 4.688 -4.907
H -1.769 3.849 -6.107
H -1.571 4.479 -2.529
H -1.306 5.911 -3.351
H 0.962 6.200 -2.792
H 1.193 4.477 -2.366
H -0.570 6.467 -0.801
H 1.030 5.901 -0.324
H -0.248 4.791 -0.318
C 2.950 3.527 5.725
C 2.999 4.112 4.298
C 3.606 3.117 3.262
C 2.948 3.125 1.914
N 3.645 2.236 0.906
C 3.868 0.818 1.440
C 4.243 0.021 0.178
C 3.199 0.571 -0.761
C 2.789 1.977 -0.380
C 4.956 2.871 0.429
C 4.839 4.322 -0.059
C 6.171 4.876 -0.613
H 3.727 3.883 6.390
H 2.937 2.430 5.665
H 1.958 3.574 6.184
H 3.620 5.005 4.300
H 1.999 4.400 3.970
H 3.660 2.136 3.742
H 4.686 3.304 3.264
H 2.946 4.077 1.389
H 1.922 2.756 1.955
H 4.596 0.795 2.245
H 2.914 0.397 1.760
H 5.267 0.274 -0.089
H 4.119 -1.048 0.320
H 3.582 0.464 -1.781
H 2.345 -0.109 -0.790
H 2.937 2.739 -1.139
H 1.769 2.074 -0.008
H 5.394 2.317 -0.400
H 5.644 2.800 1.270
H 4.537 4.975 0.758
H 4.114 4.425 -0.870
H 6.933 4.879 0.172
H 5.986 5.949 -0.696
H 6.601 4.474 -1.525
C -2.683 -3.373 -5.018
C -2.213 -4.806 -4.825
C -0.686 -4.919 -4.813
C -0.014 -4.105 -3.731
N 1.465 -4.447 -3.578
C 1.575 -5.944 -3.164
C 2.673 -5.980 -2.115
C 2.460 -4.676 -1.361
C 2.101 -3.666 -2.459
C 2.257 -4.345 -4.853
C 2.262 -2.967 -5.491
C 3.029 -2.881 -6.805
H -2.633 -2.774 -4.105
H -3.671 -3.270 -5.465
H -2.039 -2.843 -5.731
H -2.585 -5.391 -5.670
H -2.760 -5.275 -4.003
H -0.382 -4.692 -5.838
H -0.417 -5.977 -4.747
H -0.452 -4.331 -2.758
H -0.082 -3.027 -3.864
H 1.755 -6.547 -4.048
H 0.621 -6.258 -2.745
H 3.612 -6.206 -2.613
H 2.383 -6.765 -1.416
H 3.301 -4.343 -0.752
H 1.641 -4.686 -0.638
H 3.052 -3.295 -2.844
H 1.491 -2.822 -2.148
H 1.791 -5.025 -5.570
H 3.241 -4.800 -4.734
H 2.741 -2.243 -4.825
H 1.231 -2.626 -5.607
H 2.825 -1.976 -7.373
H 3.093 -3.752 -7.459
H 4.098 -2.787 -6.570
C -3.563 -6.689 4.989
C -2.877 -5.811 3.928
C -2.082 -4.628 4.488
C -0.733 -5.089 5.063
N 0.024 -4.010 5.816
C -0.702 -3.498 7.016
C -0.469 -4.558 8.103
C 1.035 -4.707 7.964
C 1.334 -4.594 6.445
C 0.460 -2.926 4.813
C 1.361 -3.410 3.661
C 1.981 -2.167 3.010
H -3.215 -7.712 5.108
H -4.624 -6.731 4.745
H -3.504 -6.204 5.967
H -3.627 -5.459 3.216
H -2.268 -6.410 3.241
H -2.625 -4.133 5.292
H -1.946 -3.962 3.631
H -0.126 -5.572 4.300
H -0.972 -5.847 5.810
H -0.170 -2.595 7.316
H -1.757 -3.294 6.852
H -0.772 -4.180 9.073
H -0.886 -5.515 7.791
H 1.562 -3.852 8.391
H 1.393 -5.618 8.438
H 2.137 -3.881 6.297
H 1.438 -5.544 5.930
H 0.839 -2.093 5.397
H -0.494 -2.670 4.347
H 0.773 -3.958 2.932
H 2.173 -3.971 4.124
H 2.894 -2.463 2.486
H 2.245 -1.317 3.640
H 1.328 -1.776 2.222
C -1.347 3.785 3.784
C -0.924 2.444 3.187
C -2.000 1.369 3.035
C -2.758 1.640 1.744
N -3.754 0.554 1.363
C -3.145 -0.831 1.514
C -3.882 -1.808 0.599
C -4.399 -0.889 -0.501
C -4.043 0.571 -0.148
C -5.095 0.643 2.079
C -6.120 1.633 1.550
C -6.950 2.216 2.759
H -0.493 4.342 4.165
H -2.172 3.605 4.468
H -1.650 4.460 2.973
H -0.217 2.092 3.949
H -0.374 2.600 2.255
H -2.710 1.396 3.869
H -1.608 0.356 3.071
H -1.990 1.674 0.967
H -3.361 2.542 1.641
H -2.949 -1.121 2.543
H -2.148 -0.754 1.068
H -4.611 -2.437 1.105
H -3.143 -2.479 0.163
H -5.478 -1.006 -0.595
H -3.937 -1.083 -1.467
H -4.719 1.386 -0.382
H -3.097 0.859 -0.611
H -4.826 0.866 3.116
H -5.573 -0.330 2.193
H -6.860 1.037 1.020
H -5.709 2.471 0.994
H -7.986 1.879 2.714
H -7.063 3.298 2.755
H -6.528 1.815 3.679

Multiplicity: 1
Relative energy (zero: lowest compared OMol25 entry of this formula, charge and spin) (eV): 3.580
Charge: +4
Lowest unoccupied orbital energy (eV): -7.0
Energy (hartree): -2720.451122
HOMO-LUMO gap (eV): 9.69